Entry 1:
The following is a DFT calculation (ωB97M-V/def2-TZVPD) of C32H48LiN6O5P as an isolated structure.

Summary:
**Energy**: -62638.531 eV
**Relative energy (zero: lowest compared OMol25 entry of this formula, charge and spin)**: 7.4 kcal per mole

Structure (XYZ):
```
93
Properties=species:S:1:pos:R:3:mulliken_charge:R:1
Li -0.04101 0.60970 1.87796 1.13
O -2.75745 5.50099 6.06301 -0.52
C -3.23802 5.10388 4.78983 -0.65
C -2.24835 4.17156 4.14951 0.66
C -1.45468 3.32799 4.91235 -1.02
C -0.62968 2.42931 4.25942 -0.11
N -0.54200 2.34272 2.93836 -0.11
C -1.28139 3.17029 2.20039 0.35
C -2.15339 4.09129 2.76874 -0.83
C -1.14379 3.01674 0.72204 0.42
C -1.57419 3.99741 -0.16042 -0.70
C -1.44067 3.79327 -1.52831 0.41
C -1.92389 4.83435 -2.50567 -0.61
O -3.23293 5.29522 -2.21504 -0.51
C -0.86072 2.60826 -1.95066 -1.46
C -0.42798 1.69425 -1.00053 -1.93
N -0.56721 1.88346 0.30590 0.64
H -3.46493 5.95325 6.53072 0.31
H -3.40091 5.96964 4.13955 0.33
H -4.19092 4.57009 4.88625 0.31
H -1.49025 3.36428 5.99112 0.40
H -0.02507 1.72404 4.81754 0.45
H -2.76755 4.72769 2.14546 0.36
H -2.01366 4.91480 0.20502 0.41
H -1.85359 4.44397 -3.52635 0.34
H -1.28551 5.71778 -2.44885 0.29
H -3.82840 4.53820 -2.21169 0.33
H -0.73905 2.38552 -3.00424 0.45
H 0.03522 0.75776 -1.28581 1.88
C 3.27138 -2.96654 3.63190 -1.14
N 2.35646 -2.04326 2.97988 0.37
C 1.18141 -2.56978 2.28166 -0.75
C 2.46936 -0.70473 3.08147 0.54
C 3.57475 -0.11902 3.92225 -1.60
O 1.66838 0.03929 2.51895 -0.74
H 3.08306 -3.96558 3.24838 0.39
H 3.13341 -2.98521 4.71587 0.33
H 4.30987 -2.72406 3.41198 0.35
H 1.06111 -3.61702 2.55093 0.48
H 1.30547 -2.49545 1.19826 0.22
H 0.28736 -2.01249 2.56184 0.01
H 4.49635 -0.69463 3.91589 0.47
H 3.22445 -0.05917 4.95542 0.33
H 3.76316 0.88945 3.56575 0.35
N 4.68674 -0.15654 -5.01450 -0.36
C 4.89741 -0.66784 -3.77125 0.10
O 5.69810 -1.55421 -3.55603 -0.62
C 4.08099 -0.06344 -2.66144 0.70
C 3.55366 1.22277 -2.70054 -0.61
C 2.81066 1.66741 -1.61686 -0.61
N 2.56558 0.92458 -0.54258 -0.23
C 3.08900 -0.29504 -0.50708 0.10
C 3.85546 -0.83225 -1.53061 -0.61
H 5.16697 -0.60480 -5.77591 0.24
H 3.88422 0.41200 -5.21166 0.20
H 3.73500 1.88767 -3.53534 0.55
H 2.37936 2.66360 -1.62173 0.52
H 2.87314 -0.87370 0.38499 0.06
H 4.26535 -1.83036 -1.46401 0.53
O -3.44742 -1.13808 3.69487 -0.76
C -2.45732 -0.83002 3.08717 0.51
N -1.47704 -0.53628 2.48493 -0.40
C -0.57986 -4.59525 -2.51479 -1.89
C 0.03796 -3.65025 -1.48309 0.75
C 1.54671 -3.56722 -1.71796 -1.19
P -0.69464 -1.95003 -1.26157 0.73
C -2.20761 -2.26077 -0.25056 0.80
C -3.04872 -3.51121 -0.49098 -1.81
C -3.06263 -0.99401 -0.22668 -1.37
C -1.28320 -1.34021 -2.91637 1.19
C -0.07932 -1.10809 -3.83222 -1.65
C -2.40923 -2.04634 -3.67109 -1.68
H -0.14141 -5.59320 -2.42690 0.46
H -0.36880 -4.24411 -3.52726 0.33
H -1.65897 -4.69156 -2.41471 0.34
H -0.11417 -4.08984 -0.48830 0.56
H 1.77104 -3.18772 -2.71844 0.24
H 2.00327 -4.55715 -1.63539 0.55
H 2.03025 -2.89955 -1.00593 -0.14
H -1.78241 -2.33148 0.75583 -0.11
H -3.51888 -3.53061 -1.47581 0.21
H -3.84642 -3.55745 0.25447 0.50
H -2.45828 -4.42294 -0.38767 0.39
H -3.57647 -0.82803 -1.17859 0.28
H -2.45838 -0.11631 0.00570 0.11
H -3.81898 -1.07499 0.55640 0.51
H -1.66484 -0.34744 -2.64022 -0.05
H 0.32987 -2.05300 -4.19754 0.30
H 0.73044 -0.57795 -3.32181 0.24
H -0.37444 -0.52367 -4.70804 0.48
H -2.11655 -3.03694 -4.01463 0.24
H -2.68593 -1.46324 -4.55502 0.47
H -3.30332 -2.15441 -3.05930 0.30
```

Entry 2:
The following is a DFT calculation (ωB97M-V/def2-TZVPD) of C32H48MnN14O2P2 as an isolated structure.

Summary:
**⟨S²⟩**: 4.0613
**Energy**: -108777.663 eV
**Relative energy (zero: lowest compared OMol25 entry of this formula, charge and spin)**: 0.0 kcal per mole
**2S+1**: 4
**Total charge**: +4

Structure (XYZ):
```
99
Properties=species:S:1:pos:R:3:mulliken_charge:R:1
Mn -0.11861 0.26505 -0.20488 0.52
C 0.80680 4.59259 2.96752 -0.73
N 2.09269 3.92044 2.43946 0.05
C 2.65600 3.01683 3.56391 -0.82
N 1.66465 2.09183 3.98878 0.24
C 0.46635 2.78120 4.46722 -0.94
N -0.11909 3.60884 3.40975 0.21
C -0.71474 2.82400 2.33570 -1.19
P 0.59157 1.79829 1.52012 2.74
C 1.83121 3.13622 1.18629 -1.22
C 1.37832 1.04740 3.01593 -1.16
H 0.40459 5.20224 2.15928 0.39
H 1.11692 5.23192 3.79358 0.39
H 2.78392 4.64673 2.23234 0.37
H 2.93838 3.68796 4.37454 0.38
H 3.53959 2.52049 3.16415 0.41
H 0.73388 3.41868 5.30970 0.30
H -0.26557 2.05096 4.80805 0.39
H -1.18856 3.47938 1.60191 0.53
H -1.48851 2.17029 2.74242 0.40
H 1.45750 3.82044 0.42295 0.47
H 2.76771 2.69279 0.84468 0.61
H 2.29925 0.53936 2.72713 0.45
H 0.70478 0.30557 3.44974 0.23
C 1.63853 1.67344 -2.72723 -1.21
C 0.18298 1.96231 -2.62841 0.72
N -0.61319 1.56983 -1.63972 0.55
C -1.89524 2.02035 -1.92457 -1.01
C -1.86255 2.69905 -3.09007 -0.45
N -0.54953 2.65238 -3.53438 0.08
C -0.03741 3.27642 -4.73909 -0.90
N -0.17175 2.40893 -5.89906 0.51
N 0.46606 1.13957 -5.82880 -0.07
N 0.34181 0.56166 -6.92402 -0.67
C -0.35942 1.39294 -7.80408 0.19
C -0.68728 1.21353 -9.11413 -0.52
C -1.38082 2.29273 -9.75110 -0.41
C -1.70720 3.48582 -9.06772 -0.71
C -1.37239 3.66690 -7.75391 -0.57
C -0.67985 2.58757 -7.11222 1.46
H 2.00243 1.22684 -1.79983 0.01
H 2.22043 2.58039 -2.89969 0.48
H 1.84285 0.98229 -3.54653 0.35
H -2.72515 1.80456 -1.27510 0.45
H -2.64065 3.19989 -3.64039 0.55
H 1.01927 3.49418 -4.59670 0.33
H -0.56506 4.20756 -4.93202 0.43
H -0.43176 0.31208 -9.65691 0.49
H -1.65787 2.19006 -10.79296 0.45
H -2.22633 4.26695 -9.60624 0.46
H -1.61237 4.58457 -7.23383 0.42
O -1.82599 -0.18104 0.18280 0.07
P -2.52325 -1.46494 0.82099 -2.34
N -3.99757 -0.88992 1.15188 0.79
C -4.48899 0.50023 1.04758 -0.09
C -5.80731 0.46342 1.81596 -0.76
C -6.32275 -0.94980 1.55925 -0.86
C -5.06107 -1.80116 1.65600 -0.27
N -2.41069 -2.65316 -0.27311 0.47
C -2.59844 -4.10967 0.03228 -0.52
C -3.22777 -4.68633 -1.23872 -0.82
C -3.91561 -3.49329 -1.89505 -0.66
C -2.92970 -2.36354 -1.63931 -0.42
N -1.81402 -1.97709 2.17839 0.67
C -1.99614 -1.24795 3.45578 0.53
C -1.28199 -2.12649 4.47947 -0.89
C -0.17289 -2.78758 3.66429 -0.65
C -0.86897 -3.11440 2.35136 -0.65
H -4.65593 0.76464 -0.00126 0.23
H -3.77280 1.20271 1.47755 -0.04
H -6.49657 1.23740 1.48546 0.42
H -5.62203 0.61090 2.88175 0.29
H -6.74705 -1.02360 0.55649 0.32
H -7.08344 -1.26541 2.26906 0.41
H -5.11941 -2.70345 1.04742 0.21
H -4.85330 -2.09458 2.68869 0.30
H -3.24992 -4.23461 0.89843 0.41
H -1.63954 -4.57356 0.25017 0.32
H -3.90877 -5.50333 -1.01239 0.39
H -2.44901 -5.07795 -1.89382 0.35
H -4.86618 -3.27392 -1.40350 0.22
H -4.11232 -3.64380 -2.95444 0.41
H -3.39124 -1.37500 -1.67744 0.28
H -2.10123 -2.39134 -2.35187 0.34
H -3.05056 -1.08937 3.67654 0.31
H -1.51979 -0.25757 3.39433 -0.67
H -1.96697 -2.88462 4.86085 0.39
H -0.91951 -1.55565 5.33238 0.40
H 0.23880 -3.67455 4.14086 0.46
H 0.65515 -2.09089 3.49318 0.11
H -1.42690 -4.04628 2.44205 0.45
H -0.18898 -3.19021 1.50386 0.48
O 1.11340 -0.93202 0.10778 -0.25
N 1.74478 -2.02062 0.59423 -0.59
C 3.01188 -1.84279 0.75944 0.98
C 3.82204 -2.92017 1.23386 -0.30
N 4.49538 -3.76146 1.62793 -0.23
C 3.57727 -0.52999 0.53042 -0.04
N 3.83965 0.57102 0.34003 -0.36
```

Entry 3:
The following is a DFT calculation (ωB97M-V/def2-TZVPD) of C32H48MnN4Si4Te as an isolated structure at a distorted geometry.

Summary:
**Energy**: -110023.800 eV
**Total charge**: +3

Structure (XYZ):
```
90
Properties=species:S:1:pos:R:3:mulliken_charge:R:1
Mn -0.31263 0.26950 0.21662 -0.36
N -1.95448 -1.51283 -2.00631 0.07
C -0.84682 -0.88380 -2.52844 0.56
C -0.74233 -0.85478 -3.92471 -0.97
C 0.41019 -0.39486 -4.50146 -0.41
C 1.46584 -0.00209 -3.67351 -0.88
C 1.26182 0.00054 -2.32622 -0.45
N 0.09520 -0.38022 -1.72339 0.16
C -2.27486 -1.89701 -0.71688 0.61
C -3.18532 -2.95773 -0.60066 -1.06
C -3.63580 -3.33043 0.63483 -0.56
C -3.20352 -2.60224 1.74482 -0.98
C -2.30740 -1.59070 1.54771 0.18
N -1.78643 -1.24879 0.34203 0.57
H -2.53112 -1.95025 -2.70840 0.23
H -1.56312 -1.22228 -4.52854 0.42
H 0.50734 -0.36546 -5.57907 0.47
H 2.42271 0.29805 -4.07478 0.48
H 2.05944 0.29804 -1.67011 0.59
H -3.51746 -3.47154 -1.49425 0.43
H -4.32075 -4.16127 0.74113 0.45
H -3.56702 -2.82123 2.73878 0.47
H -1.98517 -0.97950 2.37505 0.03
C 2.85477 -0.10077 7.36482 -0.89
Si 2.86049 -0.45282 5.54036 0.49
C 4.38194 0.19696 4.70053 -1.05
C 2.56436 -2.25538 5.22589 -0.92
Si 1.16271 0.84973 4.46166 -0.04
Te 0.65302 -0.33471 2.47389 -0.80
Si -1.86811 -0.87262 7.01079 0.30
C -3.08615 0.01534 6.01092 -0.67
C -1.28456 -0.19355 8.57468 -0.80
C -1.30151 -2.48600 6.42955 -0.82
Si 0.53029 3.08664 4.94871 0.65
C 1.77799 4.02518 3.94994 -1.03
C -1.22682 3.43249 4.46215 -0.81
C 0.74567 3.29588 6.77997 -0.93
H 3.78310 -0.48798 7.79811 0.40
H 2.02977 -0.61258 7.86788 0.16
H 2.80958 0.96175 7.60582 0.30
H 5.24938 -0.38158 5.03369 0.42
H 4.56857 1.24570 4.94677 0.34
H 4.31147 0.10048 3.61445 0.29
H 3.52723 -2.77376 5.21724 0.36
H 2.07932 -2.44997 4.26808 0.31
H 1.96065 -2.69530 6.02324 0.24
H -3.20234 1.05238 6.32703 0.35
H -4.05965 -0.48215 6.11807 0.42
H -2.81430 -0.02080 4.95227 0.12
H -1.45479 0.88137 8.64180 0.33
H -0.22804 -0.41812 8.73832 0.27
H -1.84534 -0.67318 9.39068 0.41
H -0.89920 -2.40367 5.41408 0.28
H -2.15701 -3.17192 6.39472 0.42
H -0.54364 -2.91525 7.08504 0.36
H 1.67933 3.80671 2.88306 0.15
H 2.80074 3.79135 4.25730 0.37
H 1.62510 5.09932 4.09569 0.47
H -1.56975 2.81353 3.62881 0.10
H -1.31684 4.48138 4.16590 0.37
H -1.89694 3.27279 5.30961 0.42
H 1.64705 2.82239 7.16969 0.23
H -0.11871 2.90071 7.32071 0.19
H 0.81429 4.36329 7.01322 0.40
C 3.99343 4.80392 -1.27374 -1.48
C 3.00966 3.74829 -0.86505 0.91
C 1.68748 3.77376 -1.30512 -1.19
C 0.80657 2.79212 -0.90953 -0.41
N 1.14664 1.77579 -0.09421 1.19
C 2.41829 1.74923 0.32993 -0.91
C 3.35971 2.69542 -0.02668 -0.94
H 3.86681 5.07142 -2.32217 0.40
H 5.02014 4.48211 -1.11168 0.39
H 3.82902 5.71179 -0.68851 0.32
H 1.34202 4.56013 -1.96524 0.48
H -0.21385 2.80499 -1.26690 0.51
H 2.70390 0.92473 0.96794 0.71
H 4.37108 2.60057 0.34824 0.49
C -1.48789 1.40305 0.39742 0.62
C -2.52091 2.36065 0.34433 0.80
C -3.55489 2.16327 -0.59352 -0.37
C -4.55969 3.10305 -0.70939 -0.82
C -4.53367 4.24237 0.09154 -0.44
C -3.50949 4.44735 1.01456 -0.90
C -2.50500 3.51148 1.14777 -0.06
H -3.54730 1.27567 -1.21406 0.44
H -5.35783 2.95977 -1.42557 0.45
H -5.31558 4.98444 -0.01141 0.43
H -3.50103 5.34179 1.62334 0.46
H -1.68935 3.66846 1.84277 0.67
```

Entry 4:
The following is a DFT calculation (ωB97M-V/def2-TZVPD) of a 8-piece molecular cluster, C32H48O16 overall at a distorted geometry.

Summary:
**Energy**: -66722.136 eV
**Relative energy (zero: lowest compared OMol25 entry of this formula, charge and spin)**: 50.2 kcal per mole
**Structure (SMILES)**: O=C1CCCO1.O=C1CCCO1.O=C1CCCO1.O=C1CCCO1.O=C1CCCO1.O=C1CCCO1.O=C1CCCO1.O=C1CCCO1

Structure (XYZ):
```
96
Properties=species:S:1:pos:R:3:mulliken_charge:R:1
O -31.85283 -6.34789 12.59881 -0.66
C -30.64206 -6.58723 12.77476 0.50
C -30.00789 -7.91731 12.59534 -0.36
C -28.68134 -7.68758 13.32457 -0.85
C -28.46483 -6.17396 12.96975 -0.07
O -29.75512 -5.65749 13.12729 -0.20
H -30.59913 -8.76232 12.94818 0.44
H -29.89867 -8.15664 11.53756 0.15
H -28.67909 -7.72508 14.41392 0.30
H -27.85758 -8.37245 13.12341 0.42
H -27.91025 -5.69997 13.77961 0.08
H -27.93944 -5.91118 12.05159 0.27
O -34.88326 -8.99654 11.72604 -0.66
C -34.23183 -8.32848 10.91855 0.27
C -34.69631 -7.23865 10.02104 -0.31
C -33.41547 -6.59905 9.61310 0.67
C -32.51804 -7.84820 9.61334 -0.15
O -33.09569 -8.79522 10.48611 -0.39
H -35.26293 -7.74246 9.23796 0.31
H -35.30571 -6.47683 10.50720 0.30
H -33.48541 -6.15810 8.61873 -0.03
H -33.02260 -5.87950 10.33143 -0.12
H -32.48175 -8.30154 8.62275 0.34
H -31.48598 -7.68368 9.92299 -0.22
O -27.86727 0.66047 10.63782 -0.65
C -27.11903 1.51143 11.07024 0.42
C -27.51921 2.73553 11.74918 -0.22
C -26.16700 3.44437 11.93136 -0.60
C -25.13364 2.37219 11.67907 -0.33
O -25.79042 1.36582 11.01672 -0.35
H -28.17002 3.39553 11.17564 0.31
H -27.98784 2.44038 12.68799 0.21
H -26.01568 4.24458 11.20689 0.30
H -26.04586 3.89345 12.91714 0.29
H -24.37463 2.79390 11.02018 0.34
H -24.71520 1.99152 12.61079 0.24
O -27.90214 -7.47340 8.03243 -0.63
C -28.72144 -7.22976 7.14913 0.42
C -28.71687 -7.48821 5.69848 -0.43
C -29.68838 -6.41031 5.29426 -0.79
C -30.60633 -6.22352 6.49843 0.06
O -29.79129 -6.45998 7.59413 -0.18
H -27.68142 -7.40866 5.36738 0.29
H -29.14350 -8.47051 5.49562 0.27
H -29.09665 -5.51698 5.09447 0.31
H -30.23183 -6.59280 4.36719 0.44
H -30.99241 -5.20440 6.47700 0.07
H -31.36409 -7.00598 6.53929 0.11
O -36.94067 -0.66139 9.44377 -0.63
C -36.55320 -1.73001 9.01259 0.46
C -35.61602 -2.72978 9.65349 -0.25
C -35.84288 -3.98722 8.73484 0.56
C -36.53400 -3.44916 7.50984 -0.01
O -36.96922 -2.15162 7.84634 -0.39
H -34.58894 -2.38094 9.54621 -0.06
H -35.81246 -2.92579 10.70757 0.42
H -34.93693 -4.46891 8.36696 -0.50
H -36.34210 -4.79219 9.27420 0.40
H -35.87455 -3.15914 6.69185 -0.32
H -37.37260 -4.05649 7.16924 0.34
O -35.85327 -1.73022 3.08714 -0.59
C -34.99011 -2.15036 3.82002 0.46
C -34.08008 -1.41995 4.79474 -0.54
C -33.33001 -2.54217 5.49028 0.33
C -33.55277 -3.78852 4.71301 -0.32
O -34.71038 -3.47084 3.94895 -0.41
H -33.43387 -0.80090 4.17241 0.31
H -34.61843 -0.82620 5.53348 0.28
H -32.29412 -2.30152 5.72928 0.57
H -33.82460 -2.62976 6.45765 -0.48
H -32.74336 -4.06808 4.03862 0.30
H -33.91501 -4.63311 5.29914 0.20
O -32.52223 -3.41109 8.53512 -0.30
C -31.43607 -3.28334 9.06132 -0.40
C -30.85509 -4.12167 10.17571 0.35
C -29.44418 -3.52798 10.51127 0.39
C -29.14032 -2.58700 9.32046 -0.51
O -30.45769 -2.35894 8.67249 -0.46
H -31.47276 -4.26646 11.06206 0.52
H -30.74983 -5.13657 9.79231 -0.27
H -29.63946 -2.87511 11.36200 -0.06
H -28.68170 -4.28216 10.70607 0.07
H -28.67056 -1.68197 9.70563 0.17
H -28.51178 -3.04051 8.55407 0.25
O -26.09945 0.25998 13.93119 -0.62
C -26.61424 -0.86554 13.99096 0.51
C -27.99567 -1.23979 13.51459 -0.22
C -27.82416 -2.69982 13.33339 -0.19
C -26.76716 -3.09502 14.35185 -0.64
O -25.98683 -1.92545 14.46447 -0.34
H -28.73863 -1.01243 14.27907 0.34
H -28.28529 -0.75661 12.58143 0.02
H -28.73802 -3.29383 13.34495 0.42
H -27.43774 -2.79362 12.31851 0.20
H -27.14737 -3.41187 15.32300 0.26
H -26.26820 -3.94412 13.88478 0.38
```